1.
ORCA calculation (ωB97M-V with the def2-TZVPD basis set) on a molecular structure, C30H51N2O2P2Sr in a non-equilibrium geometry.

```
! RIJCOSX wB97M-V def2-TZVPD def2/J DEFGRID3
* xyz 1 1
C 2.41 -1.20 -0.49
C 1.39 0.66 -1.55
C 3.32 -1.33 -1.53
C 2.28 0.56 -2.63
C 3.27 -0.43 -2.61
H 4.06 -2.13 -1.51
H 2.19 1.26 -3.47
H 3.98 -0.52 -3.44
N 1.49 -0.20 -0.49
P 0.55 -2.35 1.26
P -0.03 2.27 0.25
C 2.33 -2.19 0.66
H 2.81 -3.14 0.38
H 2.87 -1.78 1.54
C -1.42 0.00 2.41
O -2.32 0.03 3.17
C 0.21 1.59 -1.52
H 0.29 2.35 -2.30
C -1.66 3.29 0.20
C 1.45 3.45 0.54
C -0.30 -3.54 0.02
C 0.71 -3.23 2.95
C -2.79 2.46 0.84
H -2.75 2.53 1.94
H -3.76 2.88 0.51
H -2.75 1.40 0.58
C -1.53 4.58 1.05
H -1.33 4.34 2.11
H -0.76 5.27 0.68
H -2.50 5.11 1.01
C -2.04 3.66 -1.25
H -2.69 4.56 -1.23
H -1.17 3.89 -1.87
H -2.61 2.85 -1.72
C 1.37 4.05 1.96
H 0.71 3.45 2.61
H 2.38 4.04 2.40
H 1.01 5.09 1.97
C 2.76 2.63 0.48
H 2.65 1.64 0.94
H 3.12 2.50 -0.56
H 3.54 3.18 1.04
C 1.54 4.56 -0.52
H 0.80 4.44 -1.33
H 1.35 5.54 -0.04
H 2.54 4.61 -0.98
C -0.70 -3.41 3.54
H -0.62 -3.96 4.49
H -1.18 -2.44 3.75
H -1.37 -3.99 2.88
C 1.50 -2.32 3.91
H 2.45 -1.97 3.48
H 0.91 -1.44 4.21
H 1.73 -2.90 4.82
C 1.46 -4.57 2.86
H 2.24 -4.54 2.08
H 1.97 -4.76 3.82
H 0.80 -5.43 2.65
C 0.21 -3.14 -1.38
H 1.25 -3.46 -1.56
H -0.43 -3.63 -2.14
H 0.13 -2.05 -1.53
C -1.81 -3.25 0.09
H -2.13 -2.70 -0.81
H -2.36 -4.21 0.13
H -2.09 -2.66 0.98
C -0.01 -5.04 0.20
H 1.07 -5.25 0.26
H -0.51 -5.46 1.09
H -0.41 -5.58 -0.68
Sr 0.00 0.00 1.11
N -1.28 -0.15 -0.66
C -1.02 0.59 -1.66
C -1.76 0.47 -3.02
C -1.32 1.51 -4.07
C -1.49 -0.94 -3.59
C -3.28 0.61 -2.77
H -1.48 2.55 -3.73
H -0.25 1.39 -4.33
H -1.90 1.37 -5.00
H -1.89 -1.70 -2.90
H -1.98 -1.05 -4.57
H -0.41 -1.11 -3.72
H -3.73 1.31 -3.49
H -3.76 -0.38 -2.88
H -3.49 0.98 -1.75
O 0.00 0.00 4.33
C 0.00 0.00 3.11
*
```

Results
relative energy (zero: lowest compared OMol25 entry of this formula, charge and spin): 174.36 kcal per mole
HOMO level (alpha / beta): -0.366 / -0.366 Eh
orbital gap (alpha / beta): 4.4143 / 4.4171 eV

These are the Löwdin partial charges, in e, on atoms 1 to 6: -0.33 -0.29 -0.01 0.00 -0.01 0.13

---

2.
ORCA calculation (ωB97M-V with the def2-TZVPD basis set) on a molecular structure, C6H7ClO in a non-equilibrium geometry.

```
! RIJCOSX wB97M-V def2-TZVPD def2/J DEFGRID3
* xyz 0 1
C -0.52 -1.37 -1.33
C -0.65 -0.02 -0.70
C -0.68 1.27 0.79
C 0.54 0.82 0.07
C 1.28 0.00 0.96
C 1.71 -0.89 1.75
H -0.54 -2.05 -0.37
H -1.46 -1.63 -1.91
H 0.31 -1.54 -2.00
H -0.76 0.80 -1.51
H -0.87 2.19 0.05
H -0.68 1.43 1.98
H 2.28 -1.39 2.44
O -1.53 0.23 0.45
Cl 1.59 2.14 -0.69
*
```

Results
relative energy (zero: lowest compared OMol25 entry of this formula, charge and spin): 114.89 kcal per mole
HOMO level: -0.358 Eh
orbital gap: 10.4426 eV

These are the natural (NBO) partial charges, in e, on atoms 1 to 6: -0.66 0.14 -0.07 -0.13 -0.04 -0.20

---

3.
ORCA calculation (ωB97M-V with the def2-TZVPD basis set) on a gas-phase ion, C2H6N3O2 (charge +1) in a non-equilibrium geometry.

```
! RIJCOSX wB97M-V def2-TZVPD def2/J DEFGRID3
* xyz 1 1
O 1.88 -1.28 -1.56
C 1.30 -0.46 -0.96
N 1.16 -0.19 0.43
N 0.55 0.92 0.79
C -0.76 0.98 0.59
N -1.48 0.04 0.02
O -0.86 -1.21 -0.16
H 0.60 0.22 -1.36
H 1.63 -0.86 1.13
H 1.12 1.71 1.16
H -1.33 1.87 0.80
H -2.55 -0.06 0.00
H -1.27 -1.70 -0.88
*
```

Results
relative energy (zero: lowest compared OMol25 entry of this formula, charge and spin): 72.50 kcal per mole
SMILES: O=CNN/C=[NH+]\O
HOMO level: -0.530 Eh
orbital gap: 10.1864 eV

These are the natural (NBO) partial charges, in e, on atoms 1 to 6: -0.48 0.56 -0.50 -0.34 0.34 -0.25

---

4.
ORCA calculation (ωB97M-V with the def2-TZVPD basis set) on a single C18H15F3O2S molecule in a non-equilibrium geometry.

```
! RIJCOSX wB97M-V def2-TZVPD def2/J DEFGRID3
* xyz 0 1
C -2.16 1.51 4.58
O -2.58 2.04 3.28
C -2.25 1.17 2.27
C -0.90 1.09 1.92
C -0.43 0.13 1.03
C -1.36 -0.83 0.50
C -2.74 -0.70 0.78
C -3.22 0.29 1.65
O -4.58 0.31 1.91
C -5.24 1.57 2.15
S -0.80 -2.17 -0.55
C 0.76 -1.61 -1.10
C 1.36 -2.25 -2.28
C 1.28 -1.56 -3.53
C 1.81 -2.10 -4.70
C 2.31 -3.40 -4.67
C 2.47 -4.04 -3.44
C 2.04 -3.47 -2.22
C 2.34 -4.21 -0.92
F 3.11 -5.33 -1.16
F 1.19 -4.60 -0.39
F 3.05 -3.41 -0.12
C 1.53 -0.70 -0.44
C 1.05 0.06 0.79
H -2.61 2.10 5.37
H -1.10 1.66 4.70
H -2.42 0.44 4.69
H -0.19 1.78 2.39
H -3.48 -1.35 0.29
H -5.21 1.86 3.19
H -4.81 2.34 1.56
H -6.30 1.50 1.87
H 0.74 -0.59 -3.56
H 1.73 -1.52 -5.65
H 2.74 -3.85 -5.58
H 2.96 -5.01 -3.46
H 2.51 -0.52 -0.84
H 1.39 1.12 0.65
H 1.53 -0.34 1.70
*
```

Results
relative energy (zero: lowest compared OMol25 entry of this formula, charge and spin): 3.49 kcal per mole
SMILES: COc1cc2c(cc1OC)SC(c1ccccc1C(F)(F)F)=CC2
HOMO level: -0.282 Eh
orbital gap: 8.3697 eV

These are the natural (NBO) partial charges, in e, on atoms 1 to 6: -0.25 -0.54 0.22 -0.19 -0.07 -0.15

---

5.
ORCA calculation (ωB97M-V with the def2-TZVPD basis set) on a molecular structure, CHCeLiO2 in a non-equilibrium geometry.

```
! RIJCOSX wB97M-V def2-TZVPD def2/J DEFGRID3
* xyz 3 2
H 0.20 -1.69 -0.13
O -0.61 -1.04 0.54
C -0.23 -0.37 -0.52
O 0.05 0.83 -0.20
Li 1.51 1.43 -1.59
Ce -0.91 0.84 1.91
*
```

Results
relative energy (zero: lowest compared OMol25 entry of this formula, charge and spin): 48.74 kcal per mole
<S²>: 0.754
HOMO level (alpha / beta): -0.851 / -0.852 Eh
orbital gap (alpha / beta): 6.5705 / 7.2907 eV

Let us look at the natural (NBO) charges, expressed in e, one per atom: 0.60 -0.83 0.49 -0.93 0.99 2.68

---

6.
ORCA calculation (ωB97M-V with the def2-TZVPD basis set) on a molecular structure, C26H19F8N8S3SbSe4W.

```
! RIJCOSX wB97M-V def2-TZVPD def2/J DEFGRID3
* xyz 0 1
W -0.41 0.35 -0.33
C 2.63 0.82 -3.63
C 1.67 0.96 -2.50
N 0.96 -0.01 -2.03
N 1.25 -1.25 -2.56
C 0.57 -2.21 -2.04
N 0.85 -3.48 -2.43
S -0.71 -2.01 -0.86
C 1.55 2.24 -1.81
C 2.27 3.36 -2.19
C 2.17 4.52 -1.44
C 1.30 4.53 -0.37
C 0.59 3.39 -0.06
N 0.74 2.24 -0.72
H 2.75 -0.22 -3.92
H 3.60 1.24 -3.35
H 2.26 1.39 -4.49
H 1.45 -3.61 -3.22
H 0.23 -4.22 -2.17
H 2.90 3.31 -3.06
H 2.74 5.40 -1.72
H 1.14 5.42 0.22
H -0.12 3.39 0.76
C -0.92 -3.21 4.90
C -1.84 -2.64 3.89
N -3.12 -2.76 3.86
N -3.51 -2.06 2.75
C -2.49 -1.51 2.09
S -2.65 -0.52 0.73
N -1.41 -1.88 2.82
N -0.12 -1.53 2.46
H -1.51 -3.80 5.61
H -0.40 -2.42 5.44
H -0.18 -3.86 4.44
H -4.48 -1.99 2.51
H 0.49 -2.33 2.38
H 0.25 -0.78 3.03
Se -3.94 3.40 -0.60
Sb -3.34 4.28 -2.76
Se -4.68 3.87 -4.66
Se -1.13 5.16 -2.99
Se -1.90 1.34 -1.67
F -2.67 5.12 7.73
C -1.54 4.39 7.66
F -1.61 3.46 8.63
F -0.52 5.20 7.97
C -1.36 3.76 6.31
C -2.34 3.85 5.33
C -2.15 3.24 4.10
C -0.97 2.53 3.85
C 0.02 2.46 4.83
C -0.18 3.07 6.06
C -0.78 1.89 2.58
C -0.67 1.34 1.51
H -3.25 4.40 5.53
H -2.90 3.31 3.33
H 0.94 1.94 4.62
H 0.59 3.02 6.82
F 6.94 0.58 -2.01
C 5.78 0.40 -1.38
C 5.20 -0.85 -1.35
F 5.80 -1.88 -1.95
C 3.99 -1.03 -0.69
F 3.51 -2.27 -0.63
C 3.32 0.02 -0.06
S 1.84 -0.26 0.83
C 3.97 1.25 -0.07
F 3.45 2.29 0.58
C 5.17 1.46 -0.73
F 5.74 2.66 -0.74
*
```

Results
relative energy (zero: lowest compared OMol25 entry of this formula, charge and spin): 4.54 kcal per mole
HOMO level (alpha / beta): -0.276 / -0.276 Eh
orbital gap (alpha / beta): 5.7298 / 5.7377 eV

These are the natural (NBO) partial charges, in e, on atoms 1 to 6: 0.46 -0.69 0.29 -0.27 -0.42 0.31